Entry 1:
45
Properties=species:S:1:pos:R:3:mulliken_charge:R:1 method="wB97M-V/def2-TZVPD" lumo_ev=-11.9942 total_charge=+3 relative_energy_kj_mol=11.7 homo_lumo_gap_ev=5.81 total_energy_ha=-11210.21329 e_homo_ev=-17.80 molar_mass_g_mol=934.22
Re -1.8120 -0.6092 -0.1834 0.6832
Se -1.7171 4.3965 -0.4969 -0.0988
Sb -3.5048 3.0531 -0.8840 1.1001
Se -1.8627 0.2898 -2.1805 -0.0751
Se -2.7396 0.8212 1.2342 -0.1101
Se -5.5855 2.4591 -1.5366 -0.1308
F 1.2917 -5.1296 0.5502 -0.2457
C 0.2307 -4.4121 0.3501 0.3496
C -0.5292 -4.0325 1.4644 -0.6570
C -1.6607 -3.2881 1.2465 -0.1873
C -2.0305 -2.8887 -0.0742 0.0738
C -3.2649 -2.1389 -0.2888 -0.7601
C -1.2350 -3.3323 -1.1774 -0.0782
C -0.1046 -4.0793 -0.9675 -0.6130
H -0.2318 -4.3734 2.4475 0.5122
H -2.3012 -3.0146 2.0774 0.4513
H -3.9553 -2.1119 0.5477 0.4450
H -3.7655 -2.2196 -1.2472 0.4352
H -1.5602 -3.1109 -2.1866 0.5484
H 0.5021 -4.4599 -1.7785 0.5517
N 0.0449 -0.9217 0.3654 -0.0432
S 1.4252 0.0544 0.4947 0.0146
C 1.8370 0.6971 -1.0914 0.5774
C 2.9255 0.0704 -1.6961 -0.4972
C 3.3392 0.4976 -2.9504 -0.6903
C 2.6713 1.5395 -3.5774 -0.5120
C 1.5884 2.1642 -2.9647 -0.7495
C 1.1619 1.7500 -1.7156 -0.0501
C 0.9643 1.4019 1.5578 1.0130
C 1.5174 2.6644 1.3598 -0.5485
C 1.3096 3.6374 2.3286 -0.7448
C 0.5658 3.3504 3.4650 -0.5691
C 0.0514 2.0752 3.6647 -0.5980
C 0.2637 1.0845 2.7195 -0.8752
H 0.3545 -1.8701 0.5674 0.1031
H 3.4559 -0.7233 -1.1846 0.4850
H 4.1903 0.0307 -3.4256 0.4604
H 3.0050 1.8840 -4.5472 0.4600
H 1.0951 2.9883 -3.4626 0.4770
H 0.3607 2.2691 -1.2055 0.5241
H 2.1309 2.8850 0.4994 0.5621
H 1.7483 4.6174 2.1987 0.4745
H 0.4117 4.1152 4.2141 0.4732
H -0.4926 1.8448 4.5705 0.4682
H -0.0890 0.0749 2.8992 0.5910

=====

Entry 2:
46
Properties=species:S:1:pos:R:3:mulliken_charge:R:1 method="wB97M-V/def2-TZVPD" lumo_ev=-0.1824 total_charge=0 homo_lumo_gap_ev=8.33 total_energy_ha=-3577.33175 e_homo_ev=-8.51 molar_mass_g_mol=467.16
Ga 0.7670 -0.4637 -0.7525 -0.1674
C -1.0228 1.4634 1.0111 -1.1967
N 0.2630 0.7906 0.7971 0.2419
C 1.3013 1.0996 1.4993 0.0141
C 2.5348 0.4823 1.1635 0.1143
C 3.8308 0.5424 1.6657 -0.8577
C 4.6163 -0.2502 0.8212 -0.7300
C 3.7730 -0.7535 -0.1654 -0.3377
N 2.5173 -0.3212 0.0424 0.2821
C -0.9269 2.9631 0.8777 0.4951
C -0.5916 3.5327 -0.3487 -0.2205
C -0.4804 4.9090 -0.4640 -0.7471
C -0.7045 5.7268 0.6369 -0.3761
C -1.0404 5.1641 1.8581 -0.5821
C -1.1489 3.7843 1.9761 -0.4034
H -1.4052 1.2066 2.0031 0.4741
H -1.7126 1.0622 0.2685 0.3791
H 1.2439 1.8289 2.3062 0.4672
H 4.1552 1.1000 2.5300 0.4792
H 5.6764 -0.4260 0.8966 0.4417
H 4.0048 -1.3790 -1.0131 0.5114
H -0.4196 2.8911 -1.2055 0.5355
H -0.2211 5.3460 -1.4195 0.4184
H -0.6184 6.8013 0.5407 0.3749
H -1.2185 5.7951 2.7193 0.3740
H -1.4156 3.3444 2.9310 0.3504
N -0.6807 -3.6563 1.4207 -0.0167
C 0.0372 -2.5491 1.1795 -0.3409
N -0.1950 -2.0674 -0.0171 0.1973
C -1.1269 -2.9162 -0.6228 0.6052
C -1.7218 -2.8817 -1.8821 -0.3066
C -2.6269 -3.8850 -2.1622 -0.8204
C -2.9389 -4.8938 -1.2385 -0.4173
C -2.3528 -4.9355 0.0093 -1.0464
C -1.4424 -3.9251 0.2927 0.5962
H -0.6523 -4.1936 2.2696 0.2075
H 0.7276 -2.1148 1.8859 0.5619
H -1.4824 -2.1201 -2.6149 0.4268
H -3.1083 -3.8959 -3.1306 0.4410
H -3.6545 -5.6570 -1.5135 0.3846
H -2.5869 -5.7120 0.7251 0.3847
O -0.1725 0.5964 -2.0153 -0.3700
S 0.4116 -0.1508 -3.2731 1.0280
O 1.3329 0.6977 -3.9619 -0.6521
O 1.1462 -1.2722 -2.4873 -0.5081
O -0.6703 -0.7078 -4.0392 -0.6896

=====

Entry 3:
42
Properties=species:S:1:pos:R:3:mulliken_charge:R:1 method="wB97M-V/def2-TZVPD" lumo_ev="-5.4027 / -5.1514" total_charge=+1 homo_lumo_gap_ev="5.81 / 6.14" total_energy_ha=-1516.94014 e_homo_ev="-11.21 / -11.29" molar_mass_g_mol=531.63
Ir 0.4266 -0.6364 -1.9763 1.2629
C 2.8723 3.3488 3.3453 -0.8083
O 1.8379 4.0081 2.6404 -0.4057
C 1.3661 3.4882 1.5075 0.8016
C 0.3775 4.2686 0.8559 -1.0237
C -0.1542 3.8587 -0.3322 -0.7012
C 0.2237 2.6472 -0.9464 -0.1427
C -0.3636 2.2511 -2.1941 1.4377
C -1.4730 3.0947 -2.7670 -1.4945
O -0.0452 1.2295 -2.8446 -0.7860
C 1.1933 1.8081 -0.2649 0.6713
O 1.5841 0.6714 -0.6905 -1.0251
C 1.7457 2.2833 0.9518 -0.3819
H 3.0981 3.9868 4.1989 0.2397
H 3.7652 3.2396 2.7237 0.3496
H 2.5471 2.3662 3.6973 0.3330
H 0.0685 5.1865 1.3283 0.4443
H -0.8855 4.4948 -0.8038 0.3741
H -2.3050 3.1441 -2.0661 0.3924
H -1.8114 2.6565 -3.7025 0.3619
H -1.1181 4.1052 -2.9578 0.4950
H 2.4807 1.6463 1.4167 0.4552
C -2.7392 -0.6776 -1.1264 -1.4558
C -2.0552 -1.8450 -0.5033 0.9206
C -2.6926 -2.6308 0.4706 -0.6254
C -2.0067 -3.6510 1.0744 -0.6194
C -0.6883 -3.9489 0.6664 1.0242
C 0.0877 -4.9883 1.2209 -0.7901
C 1.3295 -5.2826 0.7080 -0.7310
C 1.8414 -4.5578 -0.3696 -0.3692
C 1.1463 -3.4796 -0.8981 0.3819
S 1.8155 -2.5852 -2.2324 -0.2764
C -0.1357 -3.1556 -0.3707 0.1532
N -0.8170 -2.1053 -0.8868 -0.6307
H -3.7945 -0.8873 -1.2852 0.4865
H -2.2648 -0.4393 -2.0845 0.2783
H -2.6620 0.1903 -0.4685 0.2755
H -3.7134 -2.4129 0.7399 0.4296
H -2.4692 -4.2456 1.8484 0.4554
H -0.3226 -5.5423 2.0502 0.4084
H 1.9124 -6.0899 1.1279 0.3977
H 2.7973 -4.8123 -0.8009 0.4372

=====

Entry 4:
46
Properties=species:S:1:pos:R:3:mulliken_charge:R:1 method="wB97M-V/def2-TZVPD" lumo_ev=-4.9394 total_charge=+1 relative_energy_kj_mol=29.9 homo_lumo_gap_ev=6.00 total_energy_ha=-2429.74296 e_homo_ev=-10.94 molar_mass_g_mol=623.79
Os 0.0497 0.2171 -0.1320 1.5361
C 4.3437 -0.9143 1.1226 -1.4989
C 3.0819 -0.6622 0.3547 0.6600
S 1.8562 0.2478 1.1401 -0.4848
C 2.8545 -1.1278 -0.9037 0.5804
C 3.8422 -1.9529 -1.6730 -1.3967
S 1.3453 -0.7468 -1.6155 -0.1586
H 4.3352 -0.4157 2.0904 0.4389
H 5.2090 -0.5592 0.5614 0.3561
H 4.4754 -1.9837 1.2941 0.3260
H 4.8601 -1.6058 -1.4993 0.3432
H 3.6476 -1.9078 -2.7435 0.4361
H 3.7908 -2.9995 -1.3666 0.3078
O -3.1486 -1.0234 1.8344 -0.5310
C -2.6506 -0.0339 1.3957 0.1003
O -1.2870 0.0026 1.1831 -0.5203
C -3.3692 1.2014 0.9993 0.0915
C -4.7107 1.0578 0.6641 -0.8654
C -5.4692 2.1374 0.2111 -0.8920
C -4.8288 3.3492 0.1352 1.0269
O -5.3399 4.5423 -0.2610 -0.4792
C -4.2884 5.5010 -0.1290 -0.3066
O -3.1256 4.8096 0.3464 -0.5321
C -3.4990 3.5042 0.4998 0.9240
C -2.7404 2.4568 0.9410 -0.6939
H -5.1586 0.0771 0.7472 0.4958
H -6.5086 2.0291 -0.0624 0.4873
H -4.5811 6.2586 0.5976 0.2866
H -4.0733 5.9341 -1.1068 0.2793
H -1.7204 2.6034 1.2685 0.6581
N 1.5413 3.2670 -0.4073 -0.2828
C 0.4829 3.0569 -1.1835 0.7838
N -0.1774 1.9097 -1.2273 -0.4957
C -1.2509 1.9577 -2.1379 0.1651
C -2.1363 0.9187 -2.3795 -0.4568
C -3.1794 1.1474 -3.2603 -1.0236
C -3.3262 2.3854 -3.8868 -0.6026
C -2.4370 3.4209 -3.6481 -0.5460
C -1.3984 3.1877 -2.7601 0.8426
S -0.1442 4.2830 -2.2267 -0.2570
H 1.8841 2.5291 0.1926 -0.0850
H 2.0164 4.1526 -0.4084 0.2600
H -2.0460 -0.0527 -1.8988 0.3880
H -3.8880 0.3571 -3.4643 0.4314
H -4.1476 2.5406 -4.5725 0.4259
H -2.5560 4.3788 -4.1360 0.4776

=====

Entry 5:
46
Properties=species:S:1:pos:R:3:mulliken_charge:R:1 method="wB97M-V/def2-TZVPD" lumo_ev=-1.0991 total_charge=0 relative_energy_kj_mol=307.8 smiles="COC(=O)CSc1cc([N+](=O)[O-])cc2c1c(C1OCCO1)nn2-c1ccccc1" homo_lumo_gap_ev=7.56 total_energy_ha=-1747.98238 e_homo_ev=-8.66 molar_mass_g_mol=415.43
O 3.4272 2.2296 -2.1230 -0.5993
O 0.2659 4.6461 2.0192 -0.5979
O 0.5666 5.3778 -0.0018 -0.5748
N -1.4985 -1.2076 -0.0206 -0.9226
O 3.6307 0.1771 -1.0618 -0.3048
O 0.1313 -2.1613 -2.6597 -0.3408
O -2.1562 -2.3945 -2.4627 -0.4688
S 0.6602 1.3506 -3.2792 -0.1924
C 3.1545 1.0279 -2.0057 0.4855
C -1.0386 -0.6746 -1.1309 -0.0442
C -2.5145 -0.8754 4.9084 -0.2343
C -3.3043 -1.4345 3.9319 -0.7661
C -1.3373 -0.1971 4.6241 -0.8975
C -2.9468 -1.1951 2.5954 -0.2594
C -0.9669 -0.0070 3.2963 -0.2118
C 0.4381 2.8856 -1.0648 -0.5076
C -0.5420 2.1957 0.9958 -0.1002
C 0.1142 1.6577 -1.6345 -0.3873
C -0.6218 0.6906 -0.9200 0.6119
C -1.8376 -0.4217 2.2445 0.3081
C -0.8259 0.9328 0.4312 -0.0982
C 0.0871 3.2136 0.2547 -0.5927
N -1.4416 -0.2462 0.9388 0.6506
N 0.3345 4.4769 0.7867 0.9541
C 4.6790 0.7651 -0.2262 -0.6939
C -1.0775 -1.4266 -2.4252 0.2497
C 2.2042 0.3801 -2.9929 -0.1758
C -0.0857 -3.4878 -2.2065 -0.4164
C -1.5806 -3.7129 -2.5280 -0.4919
H -2.8323 -0.9701 5.9295 0.3757
H -4.1828 -1.9552 4.2266 0.4012
H -0.7478 0.1698 5.4650 0.3527
H -3.5625 -1.6459 1.8123 0.4259
H -0.0711 0.5219 3.0780 0.7053
H 1.0454 3.5553 -1.6444 0.5366
H -0.8699 2.3271 2.0535 0.7071
H 5.3325 1.3685 -0.8247 0.3182
H 4.2046 1.4152 0.5114 0.2850
H 5.3084 0.0075 0.2495 0.2612
H -1.1755 -0.6787 -3.2652 0.3615
H 1.9787 -0.6437 -2.5961 0.1209
H 2.7199 0.1918 -3.9455 0.5378
H 0.1531 -3.6211 -1.1521 0.2826
H 0.5549 -4.1494 -2.8326 0.3302
H -2.0371 -4.3580 -1.7954 0.2998
H -1.7359 -4.0998 -3.5535 0.3171

=====

Entry 6:
43
Properties=species:S:1:pos:R:3:mulliken_charge:R:1 method="wB97M-V/def2-TZVPD" lumo_ev=-0.3890 total_charge=0 relative_energy_kj_mol=173.5 smiles="CC(=O)Nc1nc(NC(=O)/C=C/c2ccccc2)n(-c2ccccc2)n1" homo_lumo_gap_ev=8.00 total_energy_ha=-1158.49450 e_homo_ev=-8.39 molar_mass_g_mol=347.38
O -1.5580 0.4121 -1.1050 -0.6024
O -1.7585 -5.7779 1.6135 -0.5756
N -0.4742 -3.4840 0.3276 -0.9704
N -0.3356 -1.7845 1.7989 -0.7740
C -0.6824 0.8547 -0.3570 0.2366
C -1.4935 -5.1385 2.6274 0.6992
C -0.5985 -3.1292 1.5820 0.3479
C -0.1044 -1.3037 0.5980 0.1804
C -0.5203 2.3192 -0.3511 -0.1686
C 0.4530 2.9967 0.3070 -0.3971
C 1.0450 7.3024 0.4711 -0.3919
C 1.0240 -2.4540 -4.3732 -0.2124
C 2.0732 6.4056 0.7697 -0.5763
C -0.1880 6.7693 0.0622 -0.5265
C 0.2553 -3.4610 -3.8416 -0.5983
C 1.4420 -1.4018 -3.5742 -0.8982
C 1.8447 5.0305 0.6948 -0.2823
C -0.4197 5.4262 0.0539 -0.4131
C -0.1523 -3.4231 -2.5232 -0.2960
C 1.0312 -1.3813 -2.2636 0.2736
C 0.5923 4.4937 0.3700 0.5533
C 0.2300 -2.3452 -1.6793 0.3144
N -0.9772 -3.8547 2.6687 -0.1244
N 0.1214 0.0573 0.4728 0.0106
N -0.1765 -2.3128 -0.3213 0.7084
C -1.9830 -5.7310 3.9154 -1.1219
H -1.2916 2.8852 -0.9074 0.3189
H 1.2058 2.4452 0.8207 0.3906
H 1.2368 8.3734 0.6166 0.3503
H 1.2655 -2.4704 -5.4615 0.3074
H 3.0126 6.8223 1.0535 0.3946
H -1.0399 7.4227 -0.1575 0.3321
H -0.0845 -4.3015 -4.4724 0.3217
H 2.0077 -0.5423 -3.9352 0.3681
H 2.6696 4.3391 0.8894 0.3064
H -1.4199 5.0630 -0.1819 0.2871
H -0.8104 -4.2031 -2.1299 0.4320
H 1.3829 -0.4662 -1.7184 0.2118
H -0.9419 -3.3781 3.5841 0.2715
H 0.3688 0.5133 1.3576 0.4040
H -2.8279 -5.1336 4.2731 0.2807
H -2.2914 -6.7677 3.7877 0.3020
H -1.1322 -5.6865 4.6380 0.3259

=====

Entry 7:
47
Properties=species:S:1:pos:R:3:mulliken_charge:R:1 method="wB97M-V/def2-TZVPD" lumo_ev=0.4473 total_charge=0 relative_energy_kj_mol=176.2 smiles="Cn1c(Cn2nnc3ccccc32)nnc1SCC(=O)Nc1ccc2c(c1)OCO2" homo_lumo_gap_ev=8.17 total_energy_ha=-1741.42518 e_homo_ev=-7.72 molar_mass_g_mol=423.46
C 3.8918 1.2105 -1.0653 -0.8990
N 2.9606 1.3488 0.0190 0.2319
C 2.0320 2.3343 0.1799 0.4959
N 1.3825 2.1667 1.3072 -0.4341
N 1.8608 1.0590 1.8922 -0.7143
C 2.8035 0.5735 1.1382 0.6320
C 3.5195 -0.7080 1.3797 -1.1422
N 3.1192 -1.6698 0.3877 0.7799
C 1.8755 -2.1654 0.1319 1.0458
C 0.6259 -1.9967 0.7161 -0.6225
C -0.4159 -2.6767 0.1285 -0.3698
C -0.2303 -3.4998 -0.9931 -0.5992
C 1.0012 -3.6711 -1.5781 -0.7110
C 2.0734 -2.9848 -1.0075 0.2258
N 3.3917 -2.9052 -1.3461 -0.5757
N 3.9802 -2.1331 -0.5333 -0.7607
H 1.1490 -4.2985 -2.4416 0.4330
H -1.0892 -4.0082 -1.4048 0.4067
H -1.4087 -2.5715 0.5381 0.3929
H 0.4843 -1.3576 1.5731 0.3924
H 4.6032 -0.5890 1.2964 0.4181
H 3.2595 -1.0618 2.3815 0.3549
S 1.7638 3.5724 -1.0024 -0.1748
C 0.2197 4.3060 -0.3646 -0.8452
H 0.3636 4.5096 0.6947 0.3490
H 0.1045 5.2305 -0.9291 0.4342
C -0.9799 3.3953 -0.6381 0.6625
O -1.6587 3.5281 -1.6312 -0.6517
N -1.1567 2.4802 0.3427 -0.0527
C -2.0695 1.4239 0.4063 0.2675
C -1.9627 0.5704 1.5017 -0.5114
C -2.8140 -0.5166 1.6643 -1.2409
C -3.7651 -0.7174 0.6932 1.1456
C -3.8736 0.1377 -0.4042 0.9076
C -3.0449 1.2182 -0.5767 -1.1524
H -3.1339 1.8742 -1.4240 0.5973
O -4.8935 -0.2889 -1.2107 -0.4920
C -5.4300 -1.4349 -0.5871 -0.3214
O -4.7124 -1.7061 0.5977 -0.4994
H -6.4908 -1.2607 -0.3440 0.2500
H -5.3529 -2.2967 -1.2695 0.2570
H -2.7346 -1.1723 2.5151 0.3789
H -1.1971 0.7579 2.2394 0.4302
H -0.4361 2.4507 1.0691 0.2633
H 4.1947 0.1695 -1.1719 0.3935
H 4.7759 1.8258 -0.8847 0.2899
H 3.4143 1.5480 -1.9856 0.3342

=====

Entry 8:
43
Properties=species:S:1:pos:R:3:mulliken_charge:R:1 method="wB97M-V/def2-TZVPD" lumo_ev=-3.3810 total_charge=+1 homo_lumo_gap_ev=7.15 total_energy_ha=-2567.41047 e_homo_ev=-10.53 molar_mass_g_mol=506.53
Rh 0.0670 -1.2887 -0.5472 0.0930
S -0.2832 -1.4930 -2.8304 -0.2577
C -1.8223 -0.6094 -2.9177 0.5276
C -2.2210 -0.0493 -4.1287 -0.6247
C -3.4146 0.6474 -4.2291 -0.5915
C -4.2470 0.8044 -3.1275 -0.6364
C -3.8864 0.2400 -1.9156 -0.5606
C -2.6818 -0.4404 -1.8243 0.6445
S -2.2112 -1.3029 -0.3465 -0.2020
C -2.2727 -0.1326 1.0632 -0.8825
C -1.0970 -0.3499 1.9932 0.6129
C -1.1157 0.1041 3.3025 -0.9828
C 0.0341 -0.0146 4.0658 -0.3583
C 1.1723 -0.5981 3.5261 -1.0845
C 1.1201 -1.0676 2.2275 0.7236
C 2.2570 -1.7590 1.5298 -0.8586
S 2.3933 -1.2847 -0.2371 -0.2326
C 2.7614 0.4431 -0.0834 0.2632
C 4.0668 0.8189 0.2274 -0.6282
C 4.3771 2.1566 0.3644 -0.6510
C 3.3802 3.1107 0.1700 -0.5930
C 2.0933 2.7357 -0.1609 -0.8351
C 1.7612 1.3837 -0.2969 1.2018
S 0.1361 0.9635 -0.8064 -0.3568
N 0.0025 -0.9354 1.5034 0.3515
H -1.5726 -0.1493 -4.9893 0.4335
H -3.6937 1.0829 -5.1792 0.3755
H -5.1726 1.3563 -3.2120 0.4048
H -4.5367 0.3310 -1.0541 0.3964
H -2.2233 0.8761 0.6505 0.3949
H -3.2135 -0.2639 1.5951 0.6953
H -2.0071 0.5644 3.7053 0.4894
H 0.0478 0.3566 5.0816 0.4362
H 2.0809 -0.6902 4.1041 0.4972
H 3.2113 -1.5719 2.0177 0.5355
H 2.0831 -2.8376 1.5075 0.3805
H 4.8296 0.0596 0.3521 0.4754
H 5.3856 2.4590 0.6086 0.4009
H 3.6172 4.1618 0.2677 0.3832
H 1.3301 3.4857 -0.3259 0.4557
O 0.0750 -3.5429 -0.3472 -0.4818
H -0.7885 -3.8672 -0.0575 0.3046
H 0.1781 -3.8928 -1.2465 0.3411